{"formula": "C18H18BF4N4Pd", "method": "ωB97M-V with the def2-TZVPD basis set", "species": ["Pd", "C", "N", "C", "C", "C", "C", "C", "C", "N", "C", "C", "C", "C", "C", "C", "N", "C", "C", "C", "C", "C", "N", "H", "H", "H", "H", "H", "H", "H", "H", "H", "H", "H", "H", "H", "H", "H", "H", "H", "H", "F", "B", "F", "F", "F"], "xyz": [[0.24940, 0.00300, 0.30160], [-2.13620, 1.23140, -1.23180], [-1.35640, -0.00040, -1.43790], [-2.14060, -1.22800, -1.22330], [-1.28970, -2.42820, -0.86160], [-1.74260, -3.73920, -1.00080], [-0.95970, -4.76970, -0.50570], [0.25660, -4.50030, 0.10480], [0.65710, -3.17170, 0.18130], [-0.10720, -2.19990, -0.28990], [-0.62110, -0.00680, -2.71710], [0.89660, 0.00380, -2.66690], [1.58500, 0.01450, -3.88120], [2.96730, 0.02170, -3.87740], [3.65100, 0.01710, -2.66960], [2.90400, 0.00530, -1.50280], [1.57320, -0.00050, -1.51480], [-1.28170, 2.43020, -0.87260], [-1.72950, 3.74170, -1.02250], [-0.94420, 4.77280, -0.52790], [0.26550, 4.50110, 0.09180], [0.66120, 3.17200, 0.17960], [-0.10520, 2.19960, -0.29250], [-2.82920, 1.07970, -0.39230], [-2.75400, 1.46310, -2.11270], [-2.76200, -1.46140, -2.10120], [-2.83050, -1.06930, -0.38240], [-2.69880, -3.94220, -1.46440], [-1.29980, -5.79680, -0.58120], [0.88130, -5.27460, 0.52760], [1.60300, -2.89620, 0.64250], [-0.92010, 0.86350, -3.31620], [-0.90730, -0.89260, -3.29950], [1.03420, 0.01670, -4.80970], [3.51450, 0.03040, -4.81190], [4.72850, 0.02190, -2.62160], [3.39060, -0.00030, -0.53170], [-2.68190, 3.94640, -1.49170], [-1.28020, 5.80030, -0.61230], [0.89110, 5.27570, 0.51440], [1.60200, 2.89460, 0.64900], [1.18770, 0.53590, 4.65170], [0.01480, -0.00510, 4.81740], [-1.04510, 0.74890, 4.83390], [-0.10890, -1.29950, 4.77270], [-0.02030, -0.01560, 2.22250]], "total_energy_ev": -39916.925, "total_charge": 3, "spin_multiplicity": 1}


{"formula": "C41H44IrN9S5", "method": "ωB97M-V with the def2-TZVPD basis set", "species": ["Ir", "N", "S", "N", "S", "N", "S", "N", "C", "C", "C", "C", "C", "C", "C", "C", "C", "C", "C", "C", "C", "C", "C", "C", "C", "C", "C", "C", "C", "C", "C", "C", "C", "C", "C", "C", "C", "C", "C", "C", "C", "C", "C", "C", "H", "H", "H", "H", "H", "H", "H", "H", "H", "H", "H", "H", "H", "H", "H", "H", "H", "H", "H", "H", "H", "H", "H", "H", "H", "H", "H", "H", "H", "H", "N", "N", "C", "N", "S", "H", "H", "H", "H", "H", "C", "H", "H", "H", "S", "C", "N", "C", "C", "N", "H", "H", "H", "H", "H", "H"], "xyz": [[-0.40120, 0.21858, -2.74957], [-0.41851, 1.68849, -1.22772], [-0.81974, 2.03386, 0.11998], [-0.83714, 0.94563, 1.37505], [0.19942, -0.03991, 1.88391], [0.61788, -1.30973, 1.13856], [-0.17944, -1.93358, -0.20144], [0.13103, -1.36294, -1.50655], [0.35157, -3.61169, -0.05661], [1.56032, -3.94516, 0.53858], [1.96813, -5.27028, 0.52177], [1.17344, -6.23686, -0.08091], [-0.03182, -5.88695, -0.67597], [-0.44950, -4.56584, -0.67182], [-1.88750, -1.96189, 0.30337], [-2.82842, -1.46604, -0.58359], [-4.16880, -1.49860, -0.22025], [-4.54331, -2.02704, 1.00629], [-3.58578, -2.53439, 1.88055], [-2.24685, -2.50949, 1.53063], [-0.34054, -0.44853, 3.51002], [0.24072, -1.55613, 4.12066], [-0.15610, -1.88333, 5.40619], [-1.11360, -1.11211, 6.05655], [-1.68480, -0.01166, 5.42924], [-1.29839, 0.33401, 4.14332], [1.80611, 0.75337, 2.20989], [2.99124, 0.29941, 1.47552], [4.24685, 0.89296, 1.92472], [4.30016, 1.89979, 2.84842], [3.10870, 2.32543, 3.43750], [1.86096, 1.72913, 3.14731], [-2.48555, 2.62218, 0.32837], [-3.47022, 1.89585, 0.98181], [-4.76482, 2.39771, 1.00163], [-5.05755, 3.60566, 0.38550], [-4.05995, 4.32341, -0.26530], [-2.76688, 3.83079, -0.30191], [0.16596, 3.35006, 0.81899], [-0.19964, 3.96064, 2.01218], [0.62193, 4.94623, 2.53488], [1.78752, 5.31152, 1.86325], [2.12390, 4.70959, 0.65804], [1.30109, 3.72590, 0.12132], [2.16831, -3.18760, 1.01204], [2.90419, -5.55107, 0.98514], [1.49344, -7.27007, -0.08296], [-0.64989, -6.64336, -1.13971], [-1.38832, -4.28588, -1.13392], [-2.51570, -1.07055, -1.54395], [-4.91949, -1.12162, -0.90189], [-5.58960, -2.06338, 1.27980], [-3.88791, -2.96817, 2.82438], [-1.49756, -2.93093, 2.18938], [0.96620, -2.16180, 3.59216], [0.27488, -2.74361, 5.89968], [-1.42144, -1.37609, 7.05949], [-2.43781, 0.57374, 5.93896], [-1.74855, 1.17281, 3.62930], [3.04210, -0.79844, 1.55391], [5.15392, 0.53951, 1.44667], [5.23938, 2.35532, 3.12915], [3.13802, 3.12324, 4.17136], [0.98060, 2.04665, 3.68963], [-3.23841, 0.95286, 1.45737], [-5.54508, 1.84436, 1.50705], [-6.06627, 3.99502, 0.41584], [-4.29020, 5.26889, -0.73707], [-1.98216, 4.38677, -0.80203], [-1.12004, 3.68457, 2.51381], [0.34375, 5.45084, 3.45106], [2.41396, 6.09674, 2.26647], [3.00831, 5.02665, 0.12112], [1.50906, 3.26191, -0.83563], [-0.98749, 1.69362, -4.10634], [-1.50099, 1.18100, -5.32329], [-1.46647, -0.13843, -5.58607], [-1.92778, -0.53772, -6.76776], [-0.85920, -1.25174, -4.45947], [-1.69751, 2.28529, -3.67869], [-0.16866, 2.26524, -4.32058], [-1.78750, 1.85312, -6.01968], [-2.32482, 0.09093, -7.44687], [-1.92433, -1.52000, -6.98753], [2.88967, 0.54542, -0.08655], [3.73653, 0.06327, -0.56950], [1.96839, 0.11776, -0.47404], [2.91621, 1.61083, -0.29255], [2.00420, 0.85324, -3.34316], [2.66016, -0.60352, -3.95185], [2.31254, -1.82247, -3.56151], [3.05964, -2.86913, -4.26022], [3.97563, -2.05660, -5.20589], [3.62167, -0.67484, -4.86906], [1.60081, -1.96090, -2.85000], [2.38522, -3.52511, -4.80834], [3.63089, -3.47097, -3.55474], [3.76390, -2.26020, -6.25401], [5.03170, -2.24346, -5.02265], [3.98907, 0.14008, -5.32857]], "total_energy_ev": -113627.568, "total_charge": 3, "spin_multiplicity": 2}


{"formula": "C27H76N10O13", "method": "ωB97M-V with the def2-TZVPD basis set", "species": ["C", "O", "C", "C", "N", "C", "C", "O", "C", "H", "H", "H", "H", "H", "H", "H", "H", "H", "H", "H", "H", "H", "H", "H", "C", "O", "C", "C", "N", "C", "C", "O", "C", "H", "H", "H", "H", "H", "H", "H", "H", "H", "H", "H", "H", "H", "H", "H", "C", "O", "C", "C", "N", "C", "C", "O", "C", "H", "H", "H", "H", "H", "H", "H", "H", "H", "H", "H", "H", "H", "H", "H", "C", "O", "C", "C", "N", "C", "C", "O", "C", "H", "H", "H", "H", "H", "H", "H", "H", "H", "H", "H", "H", "H", "H", "H", "C", "O", "N", "N", "H", "H", "H", "H", "C", "O", "N", "N", "H", "H", "H", "H", "C", "O", "N", "N", "H", "H", "H", "H", "O", "H", "H", "O", "H", "H"], "xyz": [[6.66364, 4.66759, -2.43230], [6.98431, 5.45390, -1.33975], [8.39692, 5.90243, -1.38358], [8.61456, 7.04970, -0.40597], [8.32722, 6.73442, 1.05376], [8.05801, 7.94255, 1.88396], [7.36606, 7.51470, 3.16753], [6.06029, 7.02300, 2.86347], [5.28368, 6.33713, 3.81923], [5.58849, 4.56628, -2.58018], [7.12757, 3.69133, -2.29159], [7.04876, 5.02222, -3.38834], [8.71336, 6.24872, -2.36746], [8.96270, 5.03211, -1.05106], [8.15518, 7.97825, -0.74492], [9.65017, 7.38110, -0.48200], [7.62313, 6.01086, 1.08222], [7.35923, 8.60771, 1.37665], [8.93809, 8.52554, 2.15544], [7.31854, 8.40461, 3.79515], [7.87368, 6.67775, 3.64705], [4.23184, 6.58613, 3.67875], [5.61519, 6.61343, 4.82015], [5.45533, 5.26982, 3.67959], [-12.96024, 1.68772, 5.81165], [-11.84760, 1.76750, 4.88824], [-10.91900, 0.81989, 5.20223], [-9.70366, 0.80569, 4.15211], [-8.61819, -0.14160, 4.38268], [-7.70238, 0.25077, 5.42837], [-7.10467, -1.05070, 6.01739], [-6.28407, -1.79064, 4.98409], [-5.12462, -1.19896, 4.56515], [-13.46415, 0.73305, 5.96255], [-13.61837, 2.46418, 5.42168], [-12.63764, 1.93445, 6.82316], [-11.43676, -0.13314, 5.09371], [-10.70207, 0.95216, 6.26220], [-9.27708, 1.79231, 3.97128], [-10.07974, 0.59034, 3.15197], [-9.09740, -0.95045, 4.75176], [-8.22713, 0.74728, 6.24459], [-6.90411, 0.87525, 5.02726], [-7.84943, -1.72916, 6.43346], [-6.44759, -0.80422, 6.85142], [-5.33767, -0.30019, 3.98644], [-4.45513, -1.92986, 4.11164], [-4.49836, -0.84563, 5.38433], [4.97770, -5.36038, 0.45711], [4.25909, -6.63713, 0.65504], [5.11125, -7.76272, 0.74853], [5.81538, -8.22173, -0.55343], [4.92402, -8.92047, -1.48182], [5.71933, -9.30351, -2.69130], [4.84139, -10.01274, -3.82471], [3.68357, -9.41281, -4.21378], [3.75587, -8.02693, -4.68689], [4.41131, -4.46424, 0.71051], [5.29136, -5.29806, -0.58492], [5.75480, -5.37488, 1.22132], [4.58308, -8.59383, 1.21587], [5.89969, -7.59201, 1.48155], [6.63822, -8.84492, -0.20318], [6.23838, -7.35904, -1.06814], [4.09665, -8.36270, -1.63822], [6.52064, -10.02169, -2.51750], [6.16218, -8.39849, -3.10715], [4.47600, -10.97866, -3.47601], [5.48103, -10.34947, -4.64054], [2.72808, -7.67315, -4.76822], [4.16862, -7.94010, -5.69197], [4.32223, -7.40598, -3.99280], [-0.64608, -3.16634, -4.01738], [-1.55084, -3.64327, -5.00985], [-2.81998, -3.01254, -4.82170], [-3.86913, -3.68084, -5.64849], [-3.73028, -3.36857, -7.06854], [-4.39593, -4.34081, -7.91008], [-3.69190, -4.34825, -9.34836], [-2.29598, -4.78820, -9.18009], [-1.45374, -4.66985, -10.31227], [0.34803, -3.55870, -4.23172], [-0.99550, -3.54706, -3.05766], [-0.51808, -2.09857, -3.83963], [-2.69982, -1.94309, -4.99468], [-3.14995, -3.05193, -3.78358], [-4.84718, -3.34733, -5.30165], [-3.77568, -4.74195, -5.41736], [-2.72437, -3.44848, -7.11185], [-5.44139, -4.10259, -8.10598], [-4.21968, -5.37119, -7.60129], [-3.86274, -3.37824, -9.81525], [-4.19405, -4.99501, -10.06785], [-0.42772, -4.88179, -10.01151], [-1.58654, -3.66631, -10.71645], [-1.76117, -5.29705, -11.14907], [-1.71626, 3.21805, 7.93582], [-0.67100, 2.69177, 7.61954], [-2.07055, 3.31126, 9.16888], [-2.58007, 3.73343, 7.13930], [-2.99150, 3.65032, 9.40760], [-1.58609, 2.71736, 9.82667], [-2.47227, 3.62881, 6.14054], [-3.33440, 4.22856, 7.59312], [1.70821, 7.47394, -1.05949], [0.91971, 7.28743, -1.97921], [1.52815, 6.97643, 0.12412], [2.83802, 8.13464, -1.17533], [2.19940, 7.00565, 0.87821], [0.62816, 6.55207, 0.29737], [2.90869, 8.44449, -2.13404], [3.50331, 8.27374, -0.42825], [-4.04005, 3.12450, -0.03159], [-3.35579, 3.26513, 0.96751], [-5.19860, 2.60771, 0.10691], [-3.76846, 3.47872, -1.23518], [-5.67545, 2.42005, -0.76343], [-5.64298, 2.21732, 0.92559], [-2.95119, 4.00922, -1.50116], [-4.39858, 3.14944, -1.95255], [5.79675, 2.97608, 0.94414], [4.89955, 2.64770, 1.00271], [5.92562, 3.15748, 0.01316], [1.26743, 1.32931, 3.12851], [0.50494, 1.71319, 2.69555], [1.15629, 1.55246, 4.05268]], "total_energy_ev": -70742.640, "spin_multiplicity": 1}


{"formula": "C18H34BrInNO7S2", "method": "ωB97M-V with the def2-TZVPD basis set", "species": ["C", "C", "C", "C", "C", "C", "C", "C", "In", "C", "C", "O", "Br", "S", "C", "C", "O", "O", "C", "C", "C", "O", "C", "O", "C", "S", "H", "H", "H", "H", "H", "H", "H", "H", "H", "H", "H", "H", "H", "H", "H", "H", "H", "H", "H", "H", "H", "H", "H", "H", "H", "H", "H", "H", "H", "H", "H", "C", "N", "O", "O", "H", "H", "H"], "xyz": [[-1.96309, 2.44123, 0.58668], [-3.15742, 1.75610, -0.24899], [-4.46929, 1.45035, 0.63942], [-4.16227, 0.71927, 2.03635], [-3.91165, -0.86718, 1.85047], [-2.37094, -1.22208, 1.53581], [-1.51387, -1.67819, 2.81375], [-0.47000, -0.54312, 3.32644], [1.46521, -0.46195, 2.17090], [3.24288, -0.79682, 3.58848], [3.15240, -2.18418, 4.36180], [3.73111, -2.31221, 5.48049], [2.15198, -3.77509, 3.66065], [1.76424, 1.79595, 1.05553], [1.29281, 1.61370, -0.73031], [2.38419, 0.82166, -1.60947], [3.57214, 0.82787, -1.18907], [1.95699, 0.19859, -2.82060], [1.52619, -1.19829, -2.58233], [0.93481, -1.70720, -3.98233], [2.04013, -1.37234, -5.13262], [0.69719, -3.13852, -4.07959], [0.73394, -3.80506, -2.82145], [1.77001, -4.33314, -2.33038], [-0.61500, -3.99243, -1.92995], [-0.18023, -4.02455, -0.13040], [-1.13423, 1.70493, 0.88761], [-1.52538, 3.32337, 0.00587], [-2.41150, 2.81143, 1.58779], [-3.46851, 2.49088, -1.07023], [-2.75069, 0.79022, -0.72645], [-5.12940, 0.72534, 0.02720], [-5.10853, 2.38152, 0.81629], [-3.32693, 1.19235, 2.65132], [-5.12255, 0.80467, 2.67851], [-4.60559, -1.33067, 1.05198], [-4.17280, -1.36738, 2.85300], [-2.38101, -2.10681, 0.80532], [-1.88517, -0.32779, 1.01890], [-2.20736, -1.90818, 3.69679], [-0.87770, -2.62142, 2.61286], [-0.20932, -0.83875, 4.41317], [-0.95628, 0.49734, 3.36527], [1.63568, -1.68847, 0.87842], [3.26237, 0.11861, 4.26705], [4.16786, -0.76285, 2.89608], [1.22661, 2.67676, -1.16898], [0.27421, 1.12775, -0.91255], [0.74897, -1.13938, -1.73649], [2.48869, -1.74945, -2.25626], [0.03282, -1.05078, -4.23020], [2.12060, -0.25904, -5.35533], [3.03681, -1.86435, -4.84052], [1.67483, -1.96055, -6.06099], [-1.00581, -5.04910, -2.18845], [-1.44389, -3.26591, -2.22030], [-0.16751, -2.70299, 0.28954], [3.31405, 5.19911, -1.46884], [2.14542, 5.43934, -0.58329], [1.07613, 4.96015, -0.92427], [2.34318, 6.09924, 0.42223], [2.99257, 4.60093, -2.31962], [3.68254, 6.17040, -1.79694], [4.06438, 4.66715, -0.88483]], "total_energy_ev": -131920.578, "total_charge": -1, "spin_multiplicity": 1}